Record 1
DFT (the ωB97M-V functional and the def2-TZVPD basis) results for an isolated molecule of C7H12S in a non-equilibrium geometry.

ORCA input file:
```
! wB97M-V def2-TZVPD RIJCOSX def2/J DEFGRID3
* xyz 0 1
C 2.4271 -0.8029 0.5444
C 0.0721 0.2634 -0.3615
C -0.1241 1.5892 -0.2822
C -1.5299 1.9292 0.0685
C -2.0773 0.6098 0.6306
C -1.1525 -0.4988 0.0014
C -0.9750 -1.7178 0.9557
H 3.4205 -1.1121 0.2732
H 2.4386 0.0171 1.2570
H 2.0269 -1.6300 1.0973
H 0.6237 2.2928 -0.6245
H -2.0918 2.2469 -0.8225
H -1.6280 2.7932 0.7495
H -3.1294 0.3869 0.3813
H -1.9120 0.5638 1.7113
H -1.6095 -0.8571 -0.9314
H -0.2368 -1.4645 1.8025
H -0.5171 -2.5430 0.3758
H -2.0183 -1.9530 1.2990
S 1.5494 -0.4358 -0.9944
*
```

Orbital gap (eV): 9.6
HOMO (eV): -8.60
ΔE to the lowest compared entry with this formula, charge and spin (kJ/mol): 95.8
M (g/mol): 128.24

Results of the Löwdin charge analysis, in e, for atoms 1 through 8: number 1, C, carries -0.40; number 2, C, carries -0.59; number 3, C, carries -0.10; number 4, C, carries -0.19; number 5, C, carries -0.15; number 6, C, carries -0.39; number 7, C, carries -0.08; number 8, H, carries 0.02

***

Record 2
DFT (the ωB97M-V functional and the def2-TZVPD basis) results for a structure of composition C17H24N5O8SeZr in a non-equilibrium geometry.

ORCA input file:
```
! wB97M-V def2-TZVPD RIJCOSX def2/J DEFGRID3
* xyz -1 1
Zr -0.5247 -1.2507 -0.0511
O -4.1925 -0.6232 1.9905
C -3.0307 -0.5502 1.6389
O -2.5439 -0.9250 0.5032
C -1.9992 0.1422 2.5569
N -1.0410 0.8561 1.6949
C 0.1225 1.3037 2.4619
C 1.3285 1.6030 1.5755
N 1.6565 0.4449 0.7357
C 2.4028 0.8357 -0.4656
C 2.3637 -0.2251 -1.5624
N 1.0042 -0.5986 -2.0013
C 0.4723 0.4115 -2.9353
C -0.1760 1.6211 -2.2675
N -1.0836 1.2587 -1.1748
C -1.2686 2.4000 -0.2804
C -1.7787 1.9745 1.0874
C -2.3837 0.8629 -1.7487
C -2.2609 -0.4783 -2.4923
O -2.7244 -0.5719 -3.6167
O -1.6030 -1.3767 -1.8538
C 1.0771 -1.9066 -2.7124
C 0.7650 -3.1821 -1.8878
O 1.1984 -4.2272 -2.3223
O 0.0175 -3.0288 -0.8453
C 2.4652 -0.4957 1.5388
C 0.2132 -2.1065 2.3735
O 0.2719 -3.3217 3.2659
O -0.7509 -2.3474 1.5696
H -1.4812 -0.6158 3.1395
H -2.5202 0.8177 3.2436
H 0.3872 0.5003 3.1483
H -0.1123 2.2001 3.0546
H 2.1782 1.8653 2.2193
H 1.1276 2.4684 0.9455
H 3.4612 1.0008 -0.2190
H 2.0113 1.7814 -0.8318
H 2.8553 -1.1185 -1.1892
H 2.9420 0.1469 -2.4209
H -0.2652 -0.0589 -3.5777
H 1.2757 0.7759 -3.5877
H -0.7155 2.1774 -3.0470
H 0.5860 2.2921 -1.8801
H -1.9873 3.1150 -0.7057
H -0.3230 2.9290 -0.1821
H -2.8206 1.6743 0.9842
H -1.7640 2.8467 1.7545
H -2.7575 1.6251 -2.4411
H -3.1104 0.7066 -0.9550
H 2.0503 -2.0447 -3.1873
H 0.3203 -1.9389 -3.4954
H 2.1194 -0.4865 2.5686
H 3.5253 -0.2227 1.5054
Se 2.1912 -2.3305 0.9448
C 1.0658 -3.2981 4.2560
N 1.7633 -3.3071 5.1807
*
```

Orbital gap (eV): 6.4
HOMO (eV): -4.24
ΔE to the lowest compared entry with this formula, charge and spin (kJ/mol): 302.9
M (g/mol): 596.59

Results of the Löwdin charge analysis, in e, for atoms 1 through 8: number 1, Zr, carries 1.89; number 2, O, carries 0.07; number 3, C, carries -0.62; number 4, O, carries -0.19; number 5, C, carries -0.10; number 6, N, carries -0.18; number 7, C, carries -0.17; number 8, C, carries -0.18

***

Record 3
DFT (the ωB97M-V functional and the def2-TZVPD basis) results for a cluster of 10 separate species, H20O10 in total.

ORCA input file:
```
! wB97M-V def2-TZVPD RIJCOSX def2/J DEFGRID3
* xyz 0 1
H -0.4696 0.7406 -0.3411
H 0.4421 -0.4754 -0.3493
H 2.5098 0.2084 -0.2977
H 2.3391 -1.1297 0.4026
H -0.4730 -2.6672 2.5599
H -1.1471 -3.2608 1.3338
H 3.8399 1.6484 -0.4033
H 2.8144 2.7363 -0.1294
H -4.8610 -2.5522 -1.7392
H -4.1875 -1.5781 -0.7865
H -1.2967 1.6268 -1.5203
H -1.9573 2.9120 -1.9913
H 1.0512 4.2924 -0.0730
H -0.2149 3.8878 0.6641
H 3.9352 -2.6610 -1.2668
H 4.7409 -3.1189 -2.4715
H -2.9528 0.4755 -0.2816
H -2.9414 -0.7835 0.5697
H 0.0433 0.4920 2.1588
H -1.0394 0.6690 3.2106
O -0.4572 -0.2013 -0.1369
O 2.6380 -0.7382 -0.4258
O -0.7533 -3.5068 2.1784
O 3.4613 2.1735 0.3108
O -4.4734 -1.6706 -1.7023
O -2.1431 1.9832 -1.8128
O 0.7269 3.6911 0.6069
O 4.6859 -3.2128 -1.5138
O -3.4929 -0.0278 0.3380
O -0.3674 0.0475 2.9089
*
```

Orbital gap (eV): 10.3
HOMO (eV): -10.97
ΔE to the lowest compared entry with this formula, charge and spin (kJ/mol): 334.0
M (g/mol): 180.15

Results of the Löwdin charge analysis, in e, for atoms 1 through 8: number 1, H, carries 0.01; number 2, H, carries 0.02; number 3, H, carries 0.01; number 4, H, carries 0.06; number 5, H, carries 0.01; number 6, H, carries 0.02; number 7, H, carries 0.04; number 8, H, carries 0.01

***

Record 4
DFT (the ωB97M-V functional and the def2-TZVPD basis) results for an isolated molecule of C3H5NO2.

ORCA input file:
```
! wB97M-V def2-TZVPD RIJCOSX def2/J DEFGRID3
* xyz 0 1
C -1.7760 0.0654 -0.4173
C -0.5111 0.6907 0.1113
O -0.4301 1.8192 0.5208
N 0.5926 -0.1903 0.0787
C 1.7981 0.2313 0.5188
O 2.6519 -0.7859 0.3859
H -1.6379 -0.2341 -1.4616
H -2.5851 0.7912 -0.3452
H -2.0271 -0.8288 0.1631
H 0.4467 -1.1367 -0.2757
H 3.4780 -0.4221 0.7212
*
```

Orbital gap (eV): 9.9
HOMO (eV): -9.10
ΔE to the lowest compared entry with this formula, charge and spin (kJ/mol): 177.7
M (g/mol): 87.08

Results of the Löwdin charge analysis, in e, for atoms 1 through 8: number 1, C, carries -0.01; number 2, C, carries -0.51; number 3, O, carries 0.09; number 4, N, carries 0.05; number 5, C, carries -0.12; number 6, O, carries 0.01; number 7, H, carries 0.09; number 8, H, carries 0.09

***

Repeat the first record exactly.
DFT (the ωB97M-V functional and the def2-TZVPD basis) results for an isolated molecule of C7H12S in a non-equilibrium geometry.

ORCA input file:
```
! wB97M-V def2-TZVPD RIJCOSX def2/J DEFGRID3
* xyz 0 1
C 2.4271 -0.8029 0.5444
C 0.0721 0.2634 -0.3615
C -0.1241 1.5892 -0.2822
C -1.5299 1.9292 0.0685
C -2.0773 0.6098 0.6306
C -1.1525 -0.4988 0.0014
C -0.9750 -1.7178 0.9557
H 3.4205 -1.1121 0.2732
H 2.4386 0.0171 1.2570
H 2.0269 -1.6300 1.0973
H 0.6237 2.2928 -0.6245
H -2.0918 2.2469 -0.8225
H -1.6280 2.7932 0.7495
H -3.1294 0.3869 0.3813
H -1.9120 0.5638 1.7113
H -1.6095 -0.8571 -0.9314
H -0.2368 -1.4645 1.8025
H -0.5171 -2.5430 0.3758
H -2.0183 -1.9530 1.2990
S 1.5494 -0.4358 -0.9944
*
```

Orbital gap (eV): 9.6
HOMO (eV): -8.60
ΔE to the lowest compared entry with this formula, charge and spin (kJ/mol): 95.8
M (g/mol): 128.24

Results of the Löwdin charge analysis, in e, for atoms 1 through 8: number 1, C, carries -0.40; number 2, C, carries -0.59; number 3, C, carries -0.10; number 4, C, carries -0.19; number 5, C, carries -0.15; number 6, C, carries -0.39; number 7, C, carries -0.08; number 8, H, carries 0.02

***

What did the fourth record say?
DFT (the ωB97M-V functional and the def2-TZVPD basis) results for an isolated molecule of C3H5NO2.

ORCA input file:
```
! wB97M-V def2-TZVPD RIJCOSX def2/J DEFGRID3
* xyz 0 1
C -1.7760 0.0654 -0.4173
C -0.5111 0.6907 0.1113
O -0.4301 1.8192 0.5208
N 0.5926 -0.1903 0.0787
C 1.7981 0.2313 0.5188
O 2.6519 -0.7859 0.3859
H -1.6379 -0.2341 -1.4616
H -2.5851 0.7912 -0.3452
H -2.0271 -0.8288 0.1631
H 0.4467 -1.1367 -0.2757
H 3.4780 -0.4221 0.7212
*
```

Orbital gap (eV): 9.9
HOMO (eV): -9.10
ΔE to the lowest compared entry with this formula, charge and spin (kJ/mol): 177.7
M (g/mol): 87.08

Results of the Löwdin charge analysis, in e, for atoms 1 through 8: number 1, C, carries -0.01; number 2, C, carries -0.51; number 3, O, carries 0.09; number 4, N, carries 0.05; number 5, C, carries -0.12; number 6, O, carries 0.01; number 7, H, carries 0.09; number 8, H, carries 0.09

***

Number 4 is which compound?
C3H5NO2

***

Copy entry 2 word for word.
DFT (the ωB97M-V functional and the def2-TZVPD basis) results for a structure of composition C17H24N5O8SeZr in a non-equilibrium geometry.

ORCA input file:
```
! wB97M-V def2-TZVPD RIJCOSX def2/J DEFGRID3
* xyz -1 1
Zr -0.5247 -1.2507 -0.0511
O -4.1925 -0.6232 1.9905
C -3.0307 -0.5502 1.6389
O -2.5439 -0.9250 0.5032
C -1.9992 0.1422 2.5569
N -1.0410 0.8561 1.6949
C 0.1225 1.3037 2.4619
C 1.3285 1.6030 1.5755
N 1.6565 0.4449 0.7357
C 2.4028 0.8357 -0.4656
C 2.3637 -0.2251 -1.5624
N 1.0042 -0.5986 -2.0013
C 0.4723 0.4115 -2.9353
C -0.1760 1.6211 -2.2675
N -1.0836 1.2587 -1.1748
C -1.2686 2.4000 -0.2804
C -1.7787 1.9745 1.0874
C -2.3837 0.8629 -1.7487
C -2.2609 -0.4783 -2.4923
O -2.7244 -0.5719 -3.6167
O -1.6030 -1.3767 -1.8538
C 1.0771 -1.9066 -2.7124
C 0.7650 -3.1821 -1.8878
O 1.1984 -4.2272 -2.3223
O 0.0175 -3.0288 -0.8453
C 2.4652 -0.4957 1.5388
C 0.2132 -2.1065 2.3735
O 0.2719 -3.3217 3.2659
O -0.7509 -2.3474 1.5696
H -1.4812 -0.6158 3.1395
H -2.5202 0.8177 3.2436
H 0.3872 0.5003 3.1483
H -0.1123 2.2001 3.0546
H 2.1782 1.8653 2.2193
H 1.1276 2.4684 0.9455
H 3.4612 1.0008 -0.2190
H 2.0113 1.7814 -0.8318
H 2.8553 -1.1185 -1.1892
H 2.9420 0.1469 -2.4209
H -0.2652 -0.0589 -3.5777
H 1.2757 0.7759 -3.5877
H -0.7155 2.1774 -3.0470
H 0.5860 2.2921 -1.8801
H -1.9873 3.1150 -0.7057
H -0.3230 2.9290 -0.1821
H -2.8206 1.6743 0.9842
H -1.7640 2.8467 1.7545
H -2.7575 1.6251 -2.4411
H -3.1104 0.7066 -0.9550
H 2.0503 -2.0447 -3.1873
H 0.3203 -1.9389 -3.4954
H 2.1194 -0.4865 2.5686
H 3.5253 -0.2227 1.5054
Se 2.1912 -2.3305 0.9448
C 1.0658 -3.2981 4.2560
N 1.7633 -3.3071 5.1807
*
```

Orbital gap (eV): 6.4
HOMO (eV): -4.24
ΔE to the lowest compared entry with this formula, charge and spin (kJ/mol): 302.9
M (g/mol): 596.59

Results of the Löwdin charge analysis, in e, for atoms 1 through 8: number 1, Zr, carries 1.89; number 2, O, carries 0.07; number 3, C, carries -0.62; number 4, O, carries -0.19; number 5, C, carries -0.10; number 6, N, carries -0.18; number 7, C, carries -0.17; number 8, C, carries -0.18